Entry 1:
The following is a DFT calculation (ωB97M-V with the def2-TZVPD basis set) of C6H8EuLiO6 as an isolated structure at a distorted geometry.

Each line ends with the Mulliken spin population.
Element x y z (Å)
O1 -1.48004 -2.64923 0.19913  0.000
C1 1.85363 0.09038 -0.13294  -0.040
C2 -0.32103 -2.05159 0.47795  0.001
O2 2.62445 0.42727 0.77585  -0.002
O3 1.76433 -1.18838 -0.39101  0.007
C3 0.54969 -1.87267 -0.77010  -0.001
H1 0.21348 -2.45445 1.36284  0.000
H2 0.40687 0.69123 -1.59452  -0.008
H3 -0.05456 -1.22320 -1.41382  0.000
H4 0.86053 -2.83691 -1.18938  0.000
Li1 -2.85307 -1.44372 -0.08733  0.000
Eu1 4.42014 2.21953 0.42047  8.030
O4 -1.19049 1.35547 1.13417  0.001
C4 -2.20538 0.65510 0.55323  0.000
C5 -0.23758 2.02956 0.33389  -0.009
O5 -2.89467 -0.01379 1.35555  0.000
O6 -2.25041 0.51245 -0.68806  0.000
C6 0.59738 1.19060 -0.63925  0.025
H5 0.37490 2.59880 1.04204  -0.003
H6 -0.80128 2.76633 -0.25656  0.000
H7 0.84941 2.01056 -1.33943  0.003
H8 -0.22628 -0.81332 0.84727  -0.001

Electronic energy ... -38166.6597 eV
⟨S²⟩ ... 20.008
Kohn-Sham gap (spin up / spin down) ... 6.080 / 5.602 eV
Relative energy (zero: lowest compared OMol25 entry of this formula, charge and spin) ... 1.2994 eV
Lowest unoccupied orbital energy (spin up / spin down) ... -1.0983 / -1.5924 eV
Multiplicity ... 9
HOMO energy (spin up / spin down) ... -0.264 / -0.264 Ha



Entry 2:
The following is a DFT calculation (ωB97M-V with the def2-TZVPD basis set) of C39H42BCsN10O2SSi as an isolated structure.

Each line ends with the Mulliken spin population.
Element x y z (Å)
Cs1 0.87851 0.74102 0.83139  0.052
C1 -0.69060 4.29508 -1.49932  0.000
C2 -1.68641 4.00630 -0.42218  0.000
C3 -2.92501 4.63520 -0.18375  0.000
C4 -3.39015 4.05289 0.97020  0.000
N1 -2.47303 3.14673 1.37709  -0.001
N2 -1.43235 3.10554 0.51625  0.001
B1 -2.58527 2.19507 2.58982  -0.001
N3 -2.71042 0.72845 2.10893  -0.001
C5 -3.69330 0.17013 1.37531  0.004
C6 -3.39737 -1.16465 1.21887  -0.013
C7 -2.18433 -1.34231 1.91168  -0.021
C8 -1.38728 -2.59676 2.09913  0.069
N4 -1.77770 -0.19485 2.43873  0.004
N5 -1.39040 2.29888 3.55125  0.000
C9 -1.38726 1.85948 4.82837  0.000
C10 -0.09533 1.89835 5.28936  0.000
C11 0.65126 2.37384 4.19306  0.000
C12 2.12820 2.55951 4.06122  0.000
N6 -0.13604 2.60613 3.15366  0.000
N7 -3.84053 2.63243 3.39200  0.000
C13 -3.90376 3.70584 4.20799  0.000
C14 -5.21169 3.84838 4.61265  0.000
C15 -5.89210 2.79069 3.97942  0.000
C16 -7.34494 2.43851 4.05440  0.000
N8 -5.05570 2.06408 3.25200  0.000
H1 -1.13787 4.23538 -2.49342  0.000
H2 0.13344 3.58441 -1.45006  0.000
H3 -0.27725 5.29930 -1.38395  0.000
H4 -3.40037 5.40803 -0.76545  0.000
H5 -4.29502 4.21320 1.53292  0.000
H6 -4.53140 0.75836 1.04458  0.000
H7 -3.97609 -1.91060 0.69729  0.001
H8 -1.76381 -3.39813 1.46308  -0.019
H9 -1.43281 -2.93333 3.13660  0.001
H10 -0.33473 -2.44120 1.85235  -0.005
H11 -2.30551 1.54938 5.29955  0.000
H12 0.26535 1.62238 6.26655  0.000
H13 2.59826 2.77880 5.01955  0.000
H14 2.34855 3.37414 3.37102  0.000
H15 2.59880 1.65460 3.66390  0.000
H16 -3.02019 4.28104 4.43135  0.000
H17 -5.61476 4.59857 5.27341  0.000
H18 -7.86618 3.09792 4.74782  0.000
H19 -7.47668 1.41015 4.39284  0.000
H20 -7.81906 2.52817 3.07564  0.000
O1 5.63217 0.44075 0.04400  0.000
S1 4.39060 -0.29820 -0.02995  -0.009
O2 3.67116 -0.49711 1.21618  0.000
N9 3.34493 0.21377 -1.08350  -0.005
C17 3.69519 0.68310 -2.32409  0.006
C18 4.96735 0.74600 -2.87528  -0.002
C19 5.19159 1.20842 -4.18400  0.000
C20 4.17068 1.63216 -4.98309  0.000
C21 2.85302 1.61716 -4.46847  -0.001
C22 1.74850 2.05577 -5.23036  0.001
C23 0.49959 2.03981 -4.68477  -0.002
C24 0.35479 1.58184 -3.36246  0.004
N10 1.34771 1.15779 -2.62114  -0.011
C25 2.60118 1.16025 -3.14917  0.004
C26 4.84239 -1.94503 -0.56127  0.030
C27 3.90832 -2.96872 -0.45544  -0.018
C28 4.23675 -4.24375 -0.88754  0.041
C29 5.49055 -4.49487 -1.43344  0.000
C30 6.42025 -3.47035 -1.53435  0.000
C31 6.09869 -2.19232 -1.09276  -0.001
H21 5.81697 0.44920 -2.28004  0.000
H22 6.21211 1.22228 -4.54969  0.000
H23 4.33792 1.98697 -5.99305  0.000
H24 1.92469 2.40290 -6.24258  0.000
H25 -0.37509 2.37136 -5.22941  0.000
H26 -0.63399 1.58159 -2.91268  0.004
H27 2.93558 -2.76020 -0.02486  -0.025
H28 3.51709 -5.04795 -0.79116  0.000
H29 5.74320 -5.49231 -1.77200  0.000
H30 7.40151 -3.66247 -1.95036  0.000
H31 6.81983 -1.38762 -1.14025  0.000
C32 -1.31988 -1.24082 -1.80512  0.169
Si1 0.11386 -2.42539 -1.61970  0.485
C33 1.43590 -2.25592 -2.93676  0.193
C34 -0.50714 -4.18850 -1.51782  0.058
C35 0.34996 -5.27572 -1.72251  0.030
C36 -0.09516 -6.58329 -1.59509  -0.032
C37 -1.41662 -6.83987 -1.25297  0.059
C38 -2.28525 -5.77763 -1.04175  -0.031
C39 -1.83448 -4.47153 -1.17061  0.068
H32 -1.82133 -1.38578 -2.76829  0.026
H33 -0.96564 -0.21094 -1.76165  -0.069
H34 -2.05525 -1.36441 -1.00841  -0.041
H35 0.98116 -1.97532 -3.89246  0.026
H36 1.97903 -3.19209 -3.07192  0.005
H37 2.15238 -1.48438 -2.65508  -0.072
H38 1.38593 -5.09709 -1.98926  0.027
H39 0.59166 -7.40423 -1.76259  -0.002
H40 -1.76568 -7.85981 -1.15100  0.005
H41 -3.31840 -5.96505 -0.77496  -0.003
H42 -2.52995 -3.65699 -0.99821  0.014

Electronic energy ... -80063.9918 eV
⟨S²⟩ ... 0.755
Kohn-Sham gap (spin up / spin down) ... 6.776 / 6.566 eV
Relative energy (zero: lowest compared OMol25 entry of this formula, charge and spin) ... 0.2619 eV
Lowest unoccupied orbital energy (spin up / spin down) ... 2.1106 / 1.5223 eV
Multiplicity ... 2
HOMO energy (spin up / spin down) ... -0.171 / -0.185 Ha
Net charge ... -1